ORCA calculation (wB97M-V/def2-TZVPD) on a single C3H3Cl2NO2S molecule at a distorted geometry.

Geometry (Å):
C1 -1.45 -0.04 1.15
C2 -1.79 -0.04 -0.25
C3 1.03 0.94 -0.61
N1 -0.10 -0.25 1.42
O1 -2.24 0.14 2.06
O2 0.71 -1.59 -0.65
S1 1.16 -0.60 0.31
Cl1 -3.19 0.72 -0.75
Cl2 1.31 2.39 0.21
H1 -1.21 -0.58 -0.98
H2 1.41 0.90 -1.62
H3 0.11 -0.36 2.40

## Properties
- Charge: 0
- Energy above the lowest of the compared OMol25 structures with the same formula, charge and spin: 46.1 kcal per mole
- HOMO energy (alpha / beta): -9.313 / -9.068 eV
- Largest force on an atom: 0.0333 Eh/bohr
- E_LUMO (alpha / beta): -1.4 / -1.5 eV